[1]
DFT (the ωB97M-V functional and the def2-TZVPD basis) results for C21H37AsCrN2O10SSi4 as an isolated structure in a non-equilibrium geometry.

Structure (XYZ):
```
77
Properties=species:S:1:pos:R:3:lowdin_spin:R:1
Cr -1.1834 -0.5208 -0.3857 3.102
C -2.8264 2.0288 2.3246 0.002
C -3.3536 0.8205 1.6439 0.012
N -2.8231 0.2364 0.5888 0.001
C -3.7603 -0.6592 0.1120 0.008
C -4.8593 -0.6351 0.9201 0.003
N -4.5740 0.3012 1.8815 0.005
C -6.1208 -1.4015 0.9239 0.000
O -6.3242 -2.1720 -0.1138 0.000
O -6.9017 -1.2801 1.8436 0.000
C -3.5481 -1.1842 -1.2654 0.009
O -4.4312 -1.8566 -1.8051 0.008
O -2.4798 -0.7427 -1.8108 0.016
H -1.7888 2.1746 2.0443 0.000
H -2.9134 1.9590 3.4083 0.000
H -3.4035 2.8933 1.9880 0.001
H -5.2018 0.5206 2.6387 0.000
H -5.5998 -2.0719 -0.8291 0.000
O 1.5248 -3.6373 -2.3052 -0.003
As 0.1195 -3.2225 -1.2206 0.004
O -1.0951 -4.0660 -1.8672 0.000
O 0.1778 -1.5425 -1.3320 0.009
C 0.9995 -3.8738 0.3979 0.002
C 2.0370 -4.7914 0.2987 0.000
C 2.7339 -5.1621 1.4388 0.000
C 2.3986 -4.6349 2.6805 0.000
C 1.3545 -3.7311 2.7920 0.000
C 0.6646 -3.3670 1.6492 0.000
S -0.6480 -2.1861 1.6938 0.004
O -1.1779 -2.1018 3.0285 -0.001
O -1.5891 -2.6195 0.6629 0.023
O -0.0296 -0.8990 1.2638 -0.005
H 1.2741 -3.2574 -3.1573 0.000
H 2.2823 -5.1855 -0.6777 0.000
H 3.5585 -5.8591 1.3594 0.000
H 2.9504 -4.9258 3.5647 0.000
H 1.0515 -3.3122 3.7431 0.000
C 0.3000 1.6758 3.2028 0.001
Si 1.3361 1.8442 1.6002 -0.018
C 2.8724 0.8058 2.0345 0.000
C 1.9085 3.6641 1.5377 -0.009
Si 0.5083 1.1749 -0.5451 -0.128
Si 2.4727 0.2887 -1.5487 -0.012
C 3.8401 1.6335 -1.6120 -0.009
C 2.2790 -0.2415 -3.3709 0.002
C 3.2848 -1.1582 -0.6130 0.002
Si -0.4717 2.7150 -2.0517 -0.021
C 0.3125 4.4514 -1.9866 -0.009
C -2.3336 2.9045 -1.7023 0.002
C -0.3625 2.1094 -3.8469 0.000
H 0.9625 1.4372 4.0369 0.000
H -0.4039 0.8465 3.1142 0.000
H -0.2476 2.5818 3.4693 0.000
H 3.2352 1.0186 3.0423 0.000
H 3.6955 0.9581 1.3342 0.000
H 2.5907 -0.2483 1.9996 0.000
H 2.3068 3.9969 2.5004 -0.001
H 1.0935 4.3406 1.2671 0.000
H 2.6961 3.7857 0.7893 0.000
H 3.5118 2.5003 -2.1936 0.000
H 4.7482 1.2401 -2.0758 -0.001
H 4.1025 1.9920 -0.6131 0.000
H 2.4270 0.5953 -4.0575 0.000
H 1.2807 -0.6490 -3.5407 0.000
H 3.0058 -1.0176 -3.6196 0.000
H 4.2708 -0.9087 -0.2152 0.000
H 3.3753 -2.0328 -1.2567 0.000
H 2.6534 -1.4472 0.2288 0.000
H 0.1172 4.9375 -1.0275 0.000
H -0.0685 5.1046 -2.7765 -0.001
H 1.3972 4.3841 -2.1022 0.000
H -2.5306 3.4734 -0.7895 0.000
H -2.7518 1.9030 -1.5763 0.001
H -2.8678 3.3888 -2.5222 0.000
H 0.6648 2.1055 -4.2163 0.000
H -0.9643 2.7259 -4.5180 0.000
H -0.7412 1.0849 -3.9005 0.000
```

Output
Energy above the lowest of the compared OMol25 structures with the same formula, charge and spin, kJ/mol: 159.2
Expectation value of S²: 3.9262
HOMO-LUMO gap (alpha / beta), eV: 8.065 / 7.460
Multiplicity: 4
Net charge: -1
E_HOMO (alpha / beta), eV: -5.763 / -5.161

***

[2]
DFT (the ωB97M-V functional and the def2-TZVPD basis) results for C15H15BF4N8O5STi as an isolated structure in a non-equilibrium geometry.

Structure (XYZ):
```
50
Properties=species:S:1:pos:R:3:lowdin_charge:R:1
Ti 0.4607 -0.6871 -0.3736 1.249
C -1.4595 -2.7353 3.2689 0.042
O -0.1834 -2.0654 3.4708 0.069
C 0.3908 -1.4906 2.4750 -0.505
O 0.0086 -1.6277 1.2707 -0.074
N 1.4613 -0.7609 2.7582 0.097
N 2.0429 -0.0945 1.6789 0.084
H -1.7420 -3.0798 4.2563 0.116
H -1.3187 -3.5754 2.5934 0.109
H -2.1740 -2.0030 2.9011 0.095
H 1.8008 -0.6883 3.7088 0.196
H 2.9174 -0.5428 1.4148 0.133
H 2.2176 0.8751 1.9241 0.130
N -3.3642 -2.2840 -1.3393 0.097
C -2.4331 -2.1075 -0.4161 -0.053
N -1.3904 -1.5201 -0.9907 0.029
C -1.7732 -1.3739 -2.2941 -0.268
N -2.9648 -1.8264 -2.5493 0.199
C -0.7799 -0.8192 -3.2001 -0.150
C -0.9236 -0.6219 -4.5606 -0.002
N 0.0915 -0.1864 -5.2984 0.152
C 1.2442 0.0342 -4.6821 -0.036
C 1.4019 -0.1382 -3.3111 -0.047
N 0.3752 -0.5543 -2.5713 0.030
H -4.2763 -2.7085 -1.2387 0.190
H -2.5250 -2.3960 0.6159 0.140
H -1.8673 -0.8260 -5.0512 0.142
H 2.0805 0.3665 -5.2836 0.135
H 2.3388 0.0596 -2.8116 0.132
O -1.3940 0.6760 2.3515 0.138
C -0.9084 1.3787 1.5101 -0.431
N -0.6830 0.9505 0.1601 -0.149
S 0.2710 2.0214 -0.6184 0.735
O 1.4796 1.1132 -0.7275 -0.384
O -0.1891 2.5428 -1.8546 -0.197
C 0.3806 3.2100 0.6269 -0.237
C 0.9838 4.4535 0.5809 0.008
C 0.8337 5.2477 1.7121 -0.010
C 0.1010 4.8053 2.8133 -0.004
C -0.5068 3.5544 2.8284 0.036
C -0.3605 2.7544 1.7093 -0.133
H 1.5313 4.7983 -0.2852 0.138
H 1.2841 6.2306 1.7329 0.130
H -0.0049 5.4574 3.6697 0.129
H -1.0894 3.2159 3.6744 0.139
F 0.5009 -3.7287 -0.7803 0.232
B 1.6630 -3.8786 -1.4179 -0.884
F 2.0330 -1.5219 -0.5848 -0.281
F 2.6693 -4.4353 -0.8012 0.312
F 1.7479 -3.4679 -2.6649 0.284
```

Output
HOMO-LUMO gap, eV: 7.923
Net charge: +2
E_HOMO, eV: -15.867

***

[3]
DFT (the ωB97M-V functional and the def2-TZVPD basis) results for a 9-piece molecular cluster, C38H103N9O10 overall in a non-equilibrium geometry.

Structure (XYZ):
```
160
Properties=species:S:1:pos:R:3:lowdin_charge:R:1
C -5.2032 37.8535 8.4905 -0.095
O -6.3206 37.4219 9.2312 -0.186
C -7.4833 37.2722 8.4542 -0.195
C -8.6998 37.2579 9.3908 -0.395
C -9.9853 37.3732 8.5679 -0.059
N -8.6712 38.3408 10.3849 0.076
H -4.4795 38.3169 9.1653 0.061
H -5.3998 38.5925 7.7100 0.079
H -4.6768 36.9689 8.1055 0.092
H -7.5985 38.1277 7.7796 0.100
H -7.4989 36.3170 7.9124 0.128
H -8.8087 36.3182 9.9373 0.138
H -10.7800 37.8226 9.1644 0.055
H -10.4187 36.4391 8.2012 0.079
H -9.8799 37.9927 7.6688 0.064
H -8.5869 39.1886 9.8233 0.035
H -7.8105 38.2758 10.9172 0.052
C -4.8146 41.2785 5.4938 -0.108
O -4.1111 40.9201 6.6589 -0.207
C -2.7495 41.3064 6.6747 -0.200
C -2.4560 41.9398 8.0321 -0.428
C -1.0536 42.5377 8.0634 -0.072
N -2.5100 40.9273 9.0907 0.043
H -4.9660 42.3725 5.4915 0.099
H -5.8255 40.8699 5.5183 0.062
H -4.2710 41.0385 4.5759 0.087
H -2.0235 40.5145 6.4433 0.127
H -2.5268 41.9894 5.8397 0.122
H -3.1320 42.7749 8.2335 0.134
H -0.8821 43.3043 7.3019 0.076
H -0.2343 41.8196 7.9559 0.077
H -0.8516 43.0266 9.0191 0.078
H -1.7947 40.2336 8.8670 0.038
H -3.3887 40.4191 8.9898 0.044
C -4.0374 34.4116 14.1291 -0.120
O -4.7168 34.6455 12.9245 -0.191
C -5.3323 35.9216 12.8598 -0.203
C -4.3619 37.0504 12.5482 -0.398
C -5.1421 38.3709 12.5817 -0.045
N -3.7048 36.8145 11.2411 0.079
H -3.6815 33.3780 14.1594 0.087
H -4.6777 34.4978 15.0121 0.090
H -3.1255 35.0154 14.1792 0.085
H -6.0886 35.8634 12.0736 0.133
H -5.8586 36.1100 13.8044 0.122
H -3.5473 37.0752 13.2752 0.128
H -5.6653 38.4548 11.6268 0.055
H -4.4925 39.2337 12.7191 0.081
H -5.8594 38.3674 13.4022 0.075
H -3.6039 35.7979 11.2600 0.062
H -4.3297 36.9946 10.4659 0.023
C -8.1796 40.8462 8.1530 -0.091
O -7.5302 40.8516 9.4035 -0.224
C -6.2317 41.3915 9.3414 -0.181
C -5.5950 41.3954 10.7431 -0.422
C -6.6237 41.6211 11.8266 -0.062
N -4.6083 42.4779 10.8100 0.047
H -9.0828 40.2414 8.2420 0.085
H -7.4886 40.4345 7.4108 0.072
H -8.4821 41.8547 7.8449 0.100
H -5.6242 40.8536 8.6024 0.093
H -6.2399 42.4121 8.9322 0.134
H -5.1068 40.4286 10.8922 0.099
H -7.1982 42.5471 11.7533 0.089
H -6.1189 41.7149 12.7939 0.082
H -7.3546 40.8131 11.8838 0.042
H -3.8584 42.3154 10.1354 0.025
H -4.1179 42.4331 11.6985 0.074
C 2.4192 36.3082 10.6146 -0.127
O 1.0815 36.6087 10.3389 -0.204
C 0.8530 37.2001 9.0623 -0.202
C -0.6161 37.0594 8.7302 -0.416
C -0.9290 37.0620 7.2325 -0.053
N -1.3379 38.1326 9.4487 0.058
H 2.8466 35.5961 9.8992 0.086
H 2.4491 35.8239 11.5914 0.087
H 3.0395 37.2105 10.6713 0.088
H 1.2083 38.2330 9.1655 0.133
H 1.4523 36.6785 8.3011 0.126
H -0.9129 36.0959 9.1693 0.123
H -0.3742 37.8999 6.8025 0.076
H -1.9894 37.2370 7.0394 0.062
H -0.6887 36.1238 6.7333 0.074
H -0.8646 38.1773 10.3455 0.079
H -2.2781 37.7893 9.6196 0.033
C -11.2563 40.3321 16.9419 -0.108
O -11.0576 39.5992 15.7501 -0.189
C -11.0568 40.4300 14.6126 -0.235
C -10.3226 39.7731 13.4485 -0.433
C -8.9182 39.3542 13.8988 -0.057
N -10.3159 40.6148 12.2651 0.055
H -10.3194 40.7592 17.3102 0.089
H -11.6478 39.6211 17.6717 0.086
H -12.0181 41.1078 16.8135 0.087
H -12.0714 40.7651 14.3638 0.114
H -10.5522 41.3893 14.8191 0.124
H -10.8638 38.8670 13.1621 0.113
H -8.4585 40.1299 14.5161 0.085
H -8.3046 39.1077 13.0322 0.035
H -8.9142 38.4276 14.4800 0.078
H -9.7004 41.4078 12.4563 0.068
H -9.8374 40.1677 11.4880 0.036
C -9.1134 40.9151 4.6610 -0.086
O -7.9831 40.1231 5.0071 -0.227
C -8.1000 38.8178 4.4993 -0.210
C -6.8690 37.9505 4.7825 -0.445
C -5.6571 38.2696 3.9117 -0.046
N -7.1091 36.5137 4.7939 0.050
H -8.9321 41.8745 5.1441 0.087
H -10.0106 40.4507 5.0773 0.091
H -9.1763 41.0761 3.5826 0.090
H -8.9687 38.2947 4.9182 0.121
H -8.1482 38.8739 3.3996 0.130
H -6.5437 38.1861 5.8058 0.106
H -4.8214 37.6509 4.2277 0.082
H -5.4333 39.3361 3.9815 0.046
H -5.8431 38.0951 2.8466 0.081
H -7.7546 36.2212 5.5183 0.057
H -7.5152 36.2489 3.8982 0.079
C -1.6967 33.4315 10.4060 -0.116
O -2.7080 33.7967 9.4978 -0.201
C -2.5571 33.1442 8.2359 -0.201
C -3.3014 33.9107 7.1561 -0.438
C -4.8159 33.9015 7.3823 -0.059
N -3.0833 33.3643 5.8124 0.034
H -1.6766 32.3484 10.5732 0.091
H -1.9393 33.9007 11.3599 0.081
H -0.7041 33.7750 10.0964 0.082
H -1.4908 33.0033 8.0253 0.120
H -3.0060 32.1456 8.3318 0.131
H -2.9674 34.9524 7.1122 0.112
H -5.0611 34.4139 8.3148 0.071
H -5.2457 32.9009 7.3450 0.082
H -5.2407 34.5172 6.5849 0.070
H -2.1965 32.8662 5.7546 0.065
H -3.7703 32.6372 5.6297 0.065
C -18.7774 39.6010 13.6509 -0.112
O -17.3947 39.3136 13.7054 -0.182
C -17.1207 38.3996 14.7490 -0.243
C -15.6244 38.1819 14.7843 -0.206
N -15.0747 37.8698 13.4633 -0.069
C -13.7046 38.3398 13.2434 -0.202
C -13.2990 37.9796 11.8306 -0.223
O -14.2477 38.5506 10.9405 -0.186
C -13.9475 38.1943 9.6092 -0.109
H -19.4001 38.7156 13.7965 0.085
H -19.0395 40.0130 12.6756 0.086
H -19.0275 40.3766 14.3809 0.087
H -17.6807 37.4643 14.6263 0.121
H -17.4458 38.7216 15.7470 0.122
H -15.3706 37.4380 15.5426 0.116
H -15.1266 39.1265 15.0504 0.113
H -15.6907 38.1930 12.7322 0.092
H -13.1466 37.8463 14.0398 0.125
H -13.6559 39.4305 13.3619 0.114
H -13.2555 36.8982 11.6780 0.126
H -12.3089 38.4142 11.6555 0.101
H -12.9352 38.5005 9.3277 0.069
H -14.6446 38.7444 8.9772 0.088
H -14.0820 37.1174 9.4646 0.091
```

Output
Energy above the lowest of the compared OMol25 structures with the same formula, charge and spin, kJ/mol: 0.0
HOMO-LUMO gap, eV: 8.615
SMILES string: COC[C@H](C)N.COC[C@H](C)N.COC[C@H](C)N.COC[C@H](C)N.COC[C@H](C)N.COC[C@H](C)N.COC[C@H](C)N.COC[C@H](C)N.COCCNCCOC
E_HOMO, eV: -7.981

***

[4]
DFT (the ωB97M-V functional and the def2-TZVPD basis) results for a 3-piece molecular cluster, C4H15N2O2 overall in a non-equilibrium geometry.

Structure (XYZ):
```
23
Properties=species:S:1:pos:R:3:lowdin_charge:R:1
C 2.3165 -0.4103 0.2076 -0.104
C 1.3090 -1.5853 0.3656 -0.138
C 0.0648 -0.7836 -0.1117 -0.341
C -0.0325 -0.5099 -1.4564 -0.095
N -0.6744 0.6636 -2.2046 0.143
N -0.7429 -0.1977 0.7970 0.144
H 2.1504 0.5703 0.6640 0.076
H 2.2562 -0.1180 -0.8813 0.071
H 3.3856 -0.6600 0.4981 0.098
H 1.3222 -2.0846 1.2975 0.081
H 1.5197 -2.4802 -0.2355 0.121
H 0.5824 -1.0218 -2.2027 0.118
H -0.9567 0.4415 -3.1858 0.171
H -1.5934 1.0972 -1.9038 0.141
H -0.0375 1.5820 -2.1024 0.225
H -1.6620 0.0323 0.6717 0.066
H -0.5041 -0.0887 1.8483 0.151
H -3.5583 3.4845 -1.0074 0.091
H -4.5155 2.7293 -1.8510 -0.024
O -3.7208 2.6014 -1.4563 -0.037
H 1.5928 -0.4548 4.1566 0.085
H 0.7341 -1.8577 4.2386 0.062
O 0.7646 -0.9496 3.8538 -0.104
```

Output
Energy above the lowest of the compared OMol25 structures with the same formula, charge and spin, kJ/mol: 299.0
HOMO-LUMO gap, eV: 8.952
Net charge: +1
E_HOMO, eV: -12.233